No. 1
This record from OMol25 describes H2N2O3 in the gas phase. The level of theory is ωB97M-V/def2-TZVPD.

Structure (ORCA input):
```
! RIJCOSX wB97M-V def2-TZVPD def2/J DEFGRID3
* xyz 0 1
N -0.794 0.201 -0.611
N 0.320 0.688 -0.358
O -1.651 0.789 -1.253
O 0.181 -1.158 1.196
O 1.015 -0.111 0.861
H 0.757 1.549 -0.333
H 0.173 -1.959 0.498
*
```

- SMILES = O=NNOO
- Kohn-Sham gap (eV) = 9.9057
- highest occupied orbital energy (eV) = -9.61

***

No. 2
This record from OMol25 describes 2 unconnected molecules or ions with the total composition H2N2O3S2. The level of theory is ωB97M-V/def2-TZVPD.

Structure (ORCA input):
```
! RIJCOSX wB97M-V def2-TZVPD def2/J DEFGRID3
* xyz 0 1
N 0.692 0.180 -3.781
N -0.185 -0.097 -0.109
O 2.395 -0.549 -1.954
O 2.993 1.295 -3.523
O 0.897 1.686 -2.043
S 1.999 0.513 -2.831
S -0.143 1.375 -3.152
H 0.640 0.426 -0.410
H -0.183 -1.073 -0.325
*
```

- Kohn-Sham gap (spin up / spin down) (eV) = 8.6676 / 9.2200
- highest occupied orbital energy (spin up / spin down) (eV) = -9.60 / -11.38

***

No. 3
This record from OMol25 describes H2N2O3S2 in the gas phase. The level of theory is ωB97M-V/def2-TZVPD.

Structure (ORCA input):
```
! RIJCOSX wB97M-V def2-TZVPD def2/J DEFGRID3
* xyz 0 1
N 0.388 -0.575 -1.109
N -0.470 1.643 -0.287
O -1.167 -1.461 0.717
O 0.915 -2.639 0.399
O 0.989 0.014 1.096
S 0.146 -1.473 0.187
S 0.939 0.816 -0.211
H -1.251 1.060 -0.524
H -0.487 2.615 -0.268
*
```

- Kohn-Sham gap (eV) = 9.7859
- highest occupied orbital energy (eV) = -10.24

***

No. 4
This record from OMol25 describes 2 unconnected molecules or ions with the total composition H2N2O4S. The level of theory is ωB97M-V/def2-TZVPD.

Structure (ORCA input):
```
! RIJCOSX wB97M-V def2-TZVPD def2/J DEFGRID3
* xyz 0 3
N -1.800 -0.077 -0.156
N -0.222 1.604 0.281
O 0.581 0.893 -0.323
O -1.403 1.237 0.241
O 1.201 -1.570 -0.490
O 2.858 -0.287 0.699
S 2.419 -0.800 -0.555
H -2.622 -0.291 0.397
H -1.012 -0.709 -0.093
*
```

- Kohn-Sham gap (spin up / spin down) (eV) = 8.4340 / 6.0469
- highest occupied orbital energy (spin up / spin down) (eV) = -8.13 / -10.35

***

In order of appearance, relative energy (zero: lowest compared OMol25 entry of this formula, charge and spin) = 301.4; 307.8; 48.2; 236.7 kJ/mol.
In order of appearance, energy = -9147.115; -30819.864; -30822.554; -22028.995 eV.